9
Properties=species:S:1:pos:R:3:forces:R:3 method="wB97M-V/def2-TZVPD" e_tot_ha=-2789.82290 orbital_gap_ha=0.2855 de_lowest_kj_mol=308.2 mol_weight_g_mol=138.757
B 0.84096 -0.14202 -0.36000 -1.5 0.9 3.4
C -1.28101 -0.03107 1.03883 3.3 0.4 -1.5
O 0.60423 0.10856 -1.62093 -0.5 0.8 -1.4
O 1.98744 -0.17583 0.31308 3.2 -0.9 -1.4
Br -2.24207 -0.73811 -0.44357 -1.0 -0.2 0.0
H -1.29159 -0.62751 1.97100 -0.1 0.5 -0.9
H -1.40336 1.06289 1.08477 -0.2 -0.8 0.3
H -0.10137 0.77649 -1.72585 0.0 -0.8 -0.2
H 2.88677 -0.23340 -0.25733 -3.2 0.3 1.7